Model 1:
{
  "formula": "CH3ClOP2",
  "method": "the ωB97M-V functional and the def2-TZVPD basis",
  "homo_energy_ev": -9.2,
  "smiles": "O=P#[PH]CCl",
  "charge": 0,
  "lumo_ev": -1.21,
  "orbital_gap_ev": 7.95,
  "elements": ["C", "O", "P", "P", "Cl", "H", "H", "H"],
  "positions_angstrom": [[-0.168, 0.236, 1.101], [1.203, -0.025, -2.970], [1.355, -0.148, -1.522], [-0.698, 0.405, -0.822], [-1.500, -0.446, 2.102], [0.720, -0.235, 1.359], [0.031, 1.158, 1.512], [-0.943, -0.945, -0.760]],
  "lowdin_charge": [-0.883, -0.589, 0.606, 0.615, 0.439, -0.022, -0.028, -0.138]
}

=====

Model 2:
{
  "formula": "CH3ClOP2",
  "method": "the ωB97M-V functional and the def2-TZVPD basis",
  "homo_energy_ev": -8.6,
  "smiles": "O=[PH]=PCCl",
  "charge": 0,
  "lumo_ev": -1.24,
  "orbital_gap_ev": 7.36,
  "elements": ["C", "O", "P", "P", "Cl", "H", "H", "H"],
  "positions_angstrom": [[-1.068, 0.594, -0.842], [1.641, -2.173, 1.337], [1.156, -0.833, 1.032], [-0.462, -1.147, -0.420], [0.141, 1.671, -1.603], [-1.864, 0.515, -1.445], [-1.402, 1.332, 0.014], [1.857, 0.042, 1.928]],
  "lowdin_charge": [-0.992, -0.542, 0.526, 0.629, 0.409, -0.061, 0.055, -0.025]
}

=====

Energy above the most stable structure, in eV: model 1 0.000; model 2 1.128

=====

Model 1:
{
  "formula": "C4H8O2",
  "method": "the ωB97M-V functional and the def2-TZVPD basis",
  "homo_energy_ev": [-15.7, -14.9],
  "spin_multiplicity": 2,
  "charge": 1,
  "lumo_ev": [-5.54, -9.46],
  "orbital_gap_ev": [10.19, 5.46],
  "elements": ["C", "O", "C", "C", "C", "O", "H", "H", "H", "H", "H", "H", "H", "H"],
  "positions_angstrom": [[-0.118, -1.005, 0.742], [0.372, -1.509, 1.941], [-0.033, 0.529, 0.762], [-0.341, 1.099, -0.691], [0.586, 0.530, -1.723], [0.709, -0.673, -1.848], [-1.174, -1.282, 0.608], [0.440, -1.467, -0.097], [-0.317, -1.929, 2.442], [1.028, 0.773, 0.766], [-0.816, 0.934, 1.390], [-1.318, 0.727, -1.045], [-0.260, 2.172, -0.853], [1.242, 1.101, -2.393]],
  "lowdin_charge": [-0.236, 0.051, -0.075, -0.083, -0.070, 0.249, 0.148, 0.142, 0.115, 0.134, 0.144, 0.154, 0.136, 0.191]
}

=====

Model 2:
{
  "formula": "C4H8O2",
  "method": "the ωB97M-V functional and the def2-TZVPD basis",
  "homo_energy_ev": [-13.5, -13.5],
  "spin_multiplicity": 2,
  "charge": 1,
  "lumo_ev": [-5.46, -8.34],
  "orbital_gap_ev": [8.06, 5.18],
  "elements": ["C", "C", "O", "C", "C", "H", "H", "H", "H", "H", "H", "H", "H", "O"],
  "positions_angstrom": [[-1.732, -1.055, 1.468], [-0.365, -0.863, 1.629], [0.190, -1.233, 2.860], [0.664, -0.540, 0.492], [1.993, -0.413, 0.757], [-2.429, -1.025, 2.374], [-2.127, -1.211, 0.509], [-0.530, -1.300, 3.507], [0.207, -0.448, -0.468], [2.527, -0.802, 1.687], [2.662, -0.028, -0.015], [0.151, 3.512, -4.577], [-1.040, 2.585, -5.005], [-0.172, 2.820, -5.219]],
  "lowdin_charge": [0.248, -0.182, 0.116, -0.020, 0.143, 0.146, 0.089, 0.134, 0.105, 0.127, 0.094, 0.068, -0.011, -0.057]
}

=====

Energy above the most stable structure, in eV: model 1 0.215; model 2 0.000

=====

Model 1:
{
  "formula": "C18H54O9S7",
  "method": "the ωB97M-V functional and the def2-TZVPD basis",
  "homo_energy_ev": -8.6,
  "charge": 0,
  "lumo_ev": 0.08,
  "orbital_gap_ev": 8.71,
  "elements": ["C", "C", "O", "H", "H", "H", "H", "H", "H", "C", "C", "O", "H", "H", "H", "H", "H", "H", "C", "S", "O", "C", "H", "H", "H", "H", "H", "H", "C", "S", "O", "C", "H", "H", "H", "H", "H", "H", "C", "S", "O", "C", "H", "H", "H", "H", "H", "H", "C", "S", "O", "C", "H", "H", "H", "H", "H", "H", "C", "S", "O", "C", "H", "H", "H", "H", "H", "H", "C", "S", "O", "C", "H", "H", "H", "H", "H", "H", "C", "S", "O", "C", "H", "H", "H", "H", "H", "H"],
  "positions_angstrom": [[28.695, 7.217, 8.819], [27.816, 6.332, 9.750], [26.584, 7.099, 9.831], [28.935, 8.194, 9.435], [28.228, 7.571, 7.786], [29.719, 6.888, 8.791], [28.491, 6.220, 10.689], [27.638, 5.224, 9.510], [26.019, 6.736, 10.504], [29.509, 7.637, 14.533], [29.374, 9.088, 15.021], [27.944, 9.332, 15.275], [30.630, 7.715, 14.526], [29.143, 7.333, 13.446], [29.151, 6.928, 15.235], [29.704, 9.599, 14.219], [30.198, 9.238, 15.699], [27.966, 10.115, 15.744], [24.149, 6.665, 13.568], [24.915, 5.281, 12.654], [24.915, 5.794, 11.220], [26.496, 5.265, 13.251], [24.149, 6.487, 14.548], [23.168, 6.759, 13.419], [24.437, 7.595, 13.202], [26.999, 4.398, 12.769], [26.588, 5.134, 14.336], [27.085, 6.169, 13.166], [25.155, 10.461, 13.167], [25.595, 9.825, 11.486], [24.926, 10.789, 10.547], [27.288, 10.404, 11.627], [25.715, 10.035, 13.832], [24.163, 10.136, 13.506], [25.064, 11.443, 13.449], [27.427, 11.254, 11.927], [27.953, 10.093, 10.911], [27.645, 9.783, 12.452], [26.337, 5.872, 18.170], [25.939, 7.524, 17.553], [24.477, 7.356, 17.210], [26.031, 8.287, 19.090], [25.725, 5.667, 19.039], [27.274, 5.833, 18.411], [26.021, 5.141, 17.420], [25.466, 7.893, 19.973], [25.770, 9.287, 18.852], [27.262, 8.100, 19.330], [30.877, 0.817, 9.259], [29.729, 0.873, 10.623], [30.619, 1.497, 11.756], [28.739, 2.236, 9.971], [31.415, 1.962, 9.026], [30.404, 0.891, 8.274], [31.685, -0.046, 9.187], [28.291, 1.921, 9.138], [29.261, 3.076, 9.711], [27.899, 2.689, 10.668], [23.301, 3.412, 17.374], [21.677, 3.352, 16.637], [20.682, 3.962, 17.606], [21.848, 4.477, 15.240], [23.060, 2.982, 18.429], [23.857, 4.358, 17.221], [23.835, 2.585, 16.770], [20.778, 4.586, 14.785], [22.405, 4.187, 14.455], [22.365, 5.451, 15.529], [29.395, 3.424, 14.758], [29.082, 1.957, 15.768], [29.135, 2.568, 17.188], [27.395, 1.620, 15.276], [30.335, 3.907, 14.754], [28.546, 3.927, 15.039], [29.313, 3.205, 13.646], [27.451, 1.748, 14.187], [26.720, 2.245, 15.797], [27.079, 0.756, 15.611], [24.392, 1.746, 11.056], [24.083, 1.442, 12.796], [24.699, 2.540, 13.514], [22.399, 1.772, 12.704], [23.958, 0.719, 10.520], [25.546, 1.815, 10.707], [24.001, 2.562, 10.738], [22.257, 2.745, 12.637], [21.951, 1.585, 13.695], [21.861, 1.246, 12.130]],
  "lowdin_charge": [-0.114, -0.320, -0.129, 0.086, 0.116, 0.036, 0.107, 0.105, -0.042, -0.085, -0.275, -0.066, 0.087, 0.103, 0.043, 0.058, 0.112, 0.032, -0.172, 0.894, -0.522, -0.293, -0.012, 0.019, 0.024, 0.064, 0.066, 0.051, -0.226, 0.902, -0.556, -0.207, -0.045, 0.065, 0.039, -0.039, 0.028, 0.050, -0.231, 0.806, -0.565, -0.318, 0.068, -0.020, 0.045, 0.080, 0.022, 0.142, -0.335, 0.846, -0.595, -0.277, 0.146, 0.022, 0.095, -0.004, 0.014, 0.094, -0.274, 0.783, -0.558, -0.263, 0.092, 0.032, 0.063, 0.105, -0.047, 0.075, -0.247, 0.861, -0.585, -0.244, 0.050, -0.018, 0.062, 0.060, 0.043, -0.007, -0.245, 0.808, -0.587, -0.251, 0.127, 0.099, -0.044, 0.012, 0.085, -0.006]
}

=====

Model 2:
{
  "formula": "C18H54O9S7",
  "method": "the ωB97M-V functional and the def2-TZVPD basis",
  "homo_energy_ev": -8.6,
  "charge": 0,
  "lumo_ev": 0.02,
  "orbital_gap_ev": 8.59,
  "elements": ["C", "C", "O", "H", "H", "H", "H", "H", "H", "C", "C", "O", "H", "H", "H", "H", "H", "H", "C", "S", "O", "C", "H", "H", "H", "H", "H", "H", "C", "S", "O", "C", "H", "H", "H", "H", "H", "H", "C", "S", "O", "C", "H", "H", "H", "H", "H", "H", "C", "S", "O", "C", "H", "H", "H", "H", "H", "H", "C", "S", "O", "C", "H", "H", "H", "H", "H", "H", "C", "S", "O", "C", "H", "H", "H", "H", "H", "H", "C", "S", "O", "C", "H", "H", "H", "H", "H", "H"],
  "positions_angstrom": [[2.383, 3.666, -0.734], [1.236, 4.127, 0.324], [1.555, 3.501, 1.517], [2.409, 2.579, -0.701], [3.267, 4.279, -0.721], [1.941, 4.027, -1.611], [0.335, 3.673, 0.151], [1.247, 5.154, 0.382], [1.456, 2.531, 1.336], [4.304, -3.948, 0.810], [2.851, -3.776, 1.153], [2.712, -3.340, 2.407], [4.801, -2.959, 0.777], [4.467, -4.578, -0.059], [4.624, -4.409, 1.716], [2.222, -4.514, 0.957], [2.288, -3.116, 0.507], [1.870, -3.023, 2.529], [1.132, -0.393, -0.763], [0.501, -0.342, 0.891], [1.193, 0.771, 1.625], [-1.036, 0.393, 0.422], [0.948, 0.560, -1.379], [0.566, -1.197, -1.357], [2.251, -0.730, -0.900], [-1.428, -0.472, -0.035], [-0.893, 1.281, -0.262], [-1.497, 0.681, 1.327], [-0.280, -1.322, -4.012], [-2.048, -1.425, -3.741], [-2.257, -1.449, -2.222], [-2.441, 0.216, -4.234], [-0.134, -1.155, -5.084], [0.187, -2.212, -3.572], [0.095, -0.450, -3.579], [-2.478, 0.402, -5.272], [-1.824, 0.988, -3.835], [-3.451, 0.463, -4.075], [3.589, -1.289, -3.676], [4.763, -0.033, -3.723], [4.908, 0.447, -5.229], [3.674, 1.102, -2.790], [2.849, -0.771, -4.308], [3.389, -1.763, -2.673], [3.995, -2.130, -4.249], [4.416, 2.007, -2.772], [3.600, 1.080, -1.652], [2.620, 1.252, -3.201], [4.805, 1.854, 1.988], [4.131, 0.246, 1.672], [4.694, -0.185, 0.209], [5.276, -0.626, 2.715], [4.065, 2.482, 1.606], [5.726, 2.047, 1.338], [4.929, 2.004, 3.126], [5.041, -0.258, 3.787], [6.406, -0.506, 2.469], [5.211, -1.809, 2.512], [-2.499, -3.135, 2.781], [-1.033, -2.952, 3.626], [0.023, -2.851, 2.493], [-1.251, -1.269, 4.212], [-2.463, -3.983, 2.203], [-2.749, -2.387, 1.992], [-3.411, -3.046, 3.454], [-1.512, -0.649, 3.330], [-0.416, -0.896, 4.694], [-1.987, -1.276, 4.886], [-5.948, 3.723, 1.027], [-4.618, 2.910, 0.290], [-4.329, 3.652, -0.998], [-3.348, 3.444, 1.358], [-6.979, 3.936, 0.247], [-5.581, 4.838, 1.191], [-6.446, 3.052, 1.871], [-2.494, 3.204, 0.780], [-3.405, 2.794, 2.111], [-3.285, 4.595, 1.506], [-5.564, -0.634, -1.202], [-4.882, -1.566, 0.093], [-4.193, -0.484, 0.976], [-6.304, -2.282, 0.772], [-6.519, -0.134, -0.736], [-5.831, -1.110, -1.864], [-4.700, 0.134, -1.580], [-6.542, -2.878, 0.009], [-7.049, -1.444, 1.100], [-5.874, -2.902, 1.570]],
  "lowdin_charge": [-0.039, -0.267, -0.121, 0.041, 0.071, 0.039, 0.067, 0.085, 0.027, -0.047, -0.398, -0.028, 0.058, 0.077, 0.067, 0.068, 0.100, -0.019, -0.296, 0.847, -0.585, -0.247, 0.069, 0.058, 0.064, 0.009, 0.089, 0.026, -0.273, 0.867, -0.573, -0.274, 0.069, 0.067, 0.007, 0.048, 0.062, 0.037, -0.338, 0.830, -0.566, -0.313, 0.044, 0.082, 0.052, 0.076, 0.022, 0.071, -0.273, 0.856, -0.597, -0.322, -0.016, 0.097, 0.094, 0.073, 0.087, 0.078, -0.316, 0.907, -0.580, -0.211, 0.025, 0.050, 0.097, 0.068, 0.041, 0.006, -0.357, 0.734, -0.563, -0.262, 0.143, 0.081, 0.085, 0.020, 0.001, 0.119, -0.238, 0.809, -0.579, -0.275, 0.112, -0.113, 0.133, 0.000, 0.115, 0.057]
}

=====

Energy above the most stable structure, in eV: model 1 1.816; model 2 0.000